{"formula": "C36H65N5OSi5SnTe", "method": "ωB97M-V/def2-TZVPD", "gap_ha": 0.2321, "elements": ["Sn", "C", "C", "N", "C", "C", "C", "C", "C", "C", "C", "N", "C", "C", "C", "C", "C", "C", "C", "C", "N", "C", "H", "H", "H", "H", "H", "H", "H", "H", "H", "H", "H", "H", "C", "O", "Si", "C", "C", "C", "Si", "C", "C", "C", "Si", "C", "C", "C", "H", "H", "H", "H", "H", "H", "H", "H", "H", "H", "H", "H", "H", "H", "H", "H", "H", "H", "H", "H", "H", "H", "H", "H", "H", "H", "H", "C", "Si", "C", "C", "C", "Te", "C", "Si", "C", "C", "C", "H", "H", "H", "H", "H", "H", "H", "H", "H", "H", "H", "H", "H", "H", "H", "H", "H", "H", "H", "H", "H", "H", "N", "N", "H", "H", "H", "H"], "coordinates": [[0.09, -0.22, -0.10], [1.46, -4.87, 1.12], [1.17, -3.73, 0.35], [1.27, -2.50, 0.81], [1.69, -2.30, 2.09], [1.97, -3.39, 2.95], [1.83, -4.69, 2.42], [2.42, -3.15, 4.27], [2.63, -1.87, 4.67], [2.39, -0.77, 3.81], [1.91, -0.94, 2.52], [1.71, 0.01, 1.56], [2.23, 1.28, 1.59], [2.29, 2.15, 2.66], [2.95, 3.40, 2.57], [3.54, 3.80, 1.41], [3.43, 2.99, 0.26], [3.97, 3.37, -0.99], [3.77, 2.58, -2.08], [3.00, 1.42, -1.93], [2.49, 1.01, -0.79], [2.73, 1.77, 0.33], [1.36, -5.85, 0.68], [0.86, -3.83, -0.68], [2.05, -5.54, 3.06], [2.61, -3.99, 4.92], [2.99, -1.66, 5.67], [2.62, 0.21, 4.19], [1.81, 1.90, 3.59], [2.98, 4.03, 3.44], [4.07, 4.75, 1.34], [4.52, 4.30, -1.06], [4.16, 2.84, -3.05], [2.80, 0.81, -2.80], [0.36, 3.68, -0.39], [-0.13, 2.43, -0.85], [-1.03, 2.28, -2.29], [0.21, 2.31, -3.70], [-1.89, 3.95, -2.52], [-2.01, 0.79, -2.01], [-3.40, 1.25, -0.87], [-4.79, 2.29, -1.65], [-2.80, 2.23, 0.63], [-4.37, -0.18, -0.13], [-2.51, -0.20, -3.46], [-3.03, -1.97, -2.99], [-1.17, -0.41, -4.79], [-3.99, 0.44, -4.45], [1.10, 4.10, -1.08], [0.83, 3.54, 0.58], [-0.45, 4.40, -0.27], [0.91, 3.14, -3.53], [-0.29, 2.51, -4.65], [0.79, 1.40, -3.84], [-1.15, 4.75, -2.62], [-2.58, 4.22, -1.72], [-2.46, 3.92, -3.45], [-4.46, 2.94, -2.46], [-5.26, 2.91, -0.89], [-5.56, 1.63, -2.06], [-2.53, 3.26, 0.38], [-1.92, 1.78, 1.09], [-3.59, 2.27, 1.38], [-4.89, -0.76, -0.89], [-5.13, 0.23, 0.55], [-3.74, -0.87, 0.44], [-2.32, -2.47, -2.33], [-3.16, -2.59, -3.88], [-3.98, -1.95, -2.46], [-0.15, -0.47, -4.40], [-1.19, 0.43, -5.49], [-1.36, -1.32, -5.37], [-4.92, 0.37, -3.89], [-4.10, -0.14, -5.37], [-3.86, 1.49, -4.73], [-6.35, -5.92, -0.04], [-4.50, -5.59, -0.10], [-3.63, -6.81, 1.03], [-3.87, -5.77, -1.85], [-4.19, -3.83, 0.47], [-2.10, -3.36, 0.54], [-1.87, -3.78, 2.63], [-2.35, -2.40, 3.81], [-4.21, -2.29, 3.91], [-1.67, -0.75, 3.25], [-1.62, -2.83, 5.48], [-6.57, -6.95, -0.35], [-6.89, -5.25, -0.70], [-6.73, -5.79, 0.97], [-3.73, -7.83, 0.64], [-4.05, -6.80, 2.04], [-2.56, -6.59, 1.10], [-4.01, -6.79, -2.21], [-2.80, -5.55, -1.89], [-4.38, -5.09, -2.53], [-4.59, -3.63, 1.47], [-4.65, -3.11, -0.21], [-0.83, -4.08, 2.77], [-2.48, -4.68, 2.81], [-4.63, -1.92, 2.97], [-4.51, -1.58, 4.69], [-4.67, -3.25, 4.14], [-2.13, -0.43, 2.31], [-0.59, -0.78, 3.12], [-1.88, 0.02, 4.00], [-1.96, -3.81, 5.83], [-1.89, -2.09, 6.24], [-0.52, -2.86, 5.42], [0.53, -2.54, -2.57], [1.11, -1.36, -2.03], [0.92, -2.73, -3.49], [-0.46, -2.36, -2.70], [1.22, -0.62, -2.72], [2.02, -1.59, -1.63]], "lowdin_charge": [1.38, -0.06, -0.22, 0.03, -0.17, -0.17, -0.02, -0.07, -0.08, -0.02, -0.25, -0.11, -0.25, -0.02, -0.08, -0.05, -0.18, -0.01, -0.04, -0.15, 0.08, -0.18, 0.11, 0.06, 0.12, 0.11, 0.11, 0.08, 0.10, 0.11, 0.11, 0.12, 0.11, 0.09, -0.13, -0.41, 0.24, -0.16, -0.17, -0.52, 0.34, -0.18, -0.18, -0.19, 0.34, -0.19, -0.19, -0.18, 0.09, 0.08, 0.08, 0.03, 0.04, -0.01, 0.03, 0.02, 0.04, 0.01, 0.03, 0.02, 0.02, 0.00, 0.04, 0.01, 0.04, -0.04, -0.04, 0.04, 0.01, -0.01, 0.03, 0.03, 0.02, 0.03, 0.03, -0.18, 0.38, -0.19, -0.19, -0.56, 1.22, -0.55, 0.40, -0.18, -0.18, -0.17, 0.03, 0.03, 0.03, 0.03, 0.03, 0.01, 0.03, 0.01, 0.03, 0.00, -0.01, -0.01, 0.00, 0.02, 0.03, 0.03, -0.01, 0.01, 0.05, 0.03, 0.03, 0.02, 0.00, -0.14, 0.09, 0.03, 0.04, 0.08]}

{"formula": "C36H66F4N6O30S3", "method": "ωB97M-V/def2-TZVPD", "gap_ha": 0.3338, "elements": ["C", "C", "O", "N", "C", "H", "H", "H", "H", "H", "H", "H", "C", "C", "O", "N", "C", "H", "H", "H", "H", "H", "H", "H", "C", "C", "O", "N", "C", "H", "H", "H", "H", "H", "H", "H", "C", "C", "O", "N", "C", "H", "H", "H", "H", "H", "H", "H", "C", "C", "O", "N", "C", "H", "H", "H", "H", "H", "H", "H", "C", "C", "O", "N", "C", "H", "H", "H", "H", "H", "H", "H", "C", "C", "O", "C", "O", "O", "F", "H", "H", "H", "C", "C", "O", "C", "O", "O", "F", "H", "H", "H", "C", "C", "O", "C", "O", "O", "F", "H", "H", "H", "C", "C", "O", "C", "O", "O", "F", "H", "H", "H", "C", "C", "O", "S", "O", "O", "O", "H", "H", "H", "H", "C", "C", "O", "S", "O", "O", "O", "H", "H", "H", "H", "C", "C", "O", "S", "O", "O", "O", "H", "H", "H", "H"], "coordinates": [[0.34, -2.70, -6.38], [0.26, -1.20, -6.24], [-0.22, -0.60, -7.20], [0.75, -0.65, -5.13], [0.59, 0.75, -4.81], [-0.54, -3.20, -5.97], [1.25, -3.03, -5.87], [0.51, -3.06, -7.39], [1.27, -1.26, -4.49], [0.13, 0.89, -3.83], [0.02, 1.25, -5.59], [1.58, 1.21, -4.85], [-2.98, -6.24, 2.08], [-3.34, -5.75, 0.69], [-4.28, -6.23, 0.08], [-2.54, -4.73, 0.26], [-2.74, -4.02, -0.97], [-2.66, -7.28, 1.93], [-3.79, -6.17, 2.81], [-2.16, -5.71, 2.56], [-1.82, -4.57, 0.93], [-3.70, -4.26, -1.40], [-1.90, -4.18, -1.66], [-2.72, -2.93, -0.88], [5.18, 2.28, 1.46], [4.01, 1.80, 2.20], [2.88, 2.21, 1.95], [4.16, 0.84, 3.15], [3.11, 0.19, 3.89], [6.16, 2.00, 1.83], [5.17, 3.38, 1.45], [5.13, 2.11, 0.38], [5.08, 0.60, 3.48], [2.09, 0.36, 3.56], [3.16, 0.57, 4.92], [3.24, -0.89, 4.00], [-1.13, 0.43, -1.38], [-1.40, 0.79, 0.05], [-2.36, 1.48, 0.41], [-0.60, 0.34, 1.03], [0.73, -0.31, 0.91], [-1.42, -0.55, -1.74], [-0.05, 0.45, -1.59], [-1.59, 1.22, -1.97], [-0.73, 0.84, 1.90], [1.18, -0.37, -0.07], [0.69, -1.29, 1.39], [1.32, 0.40, 1.50], [1.41, -3.12, -1.31], [2.49, -2.84, -2.32], [2.26, -2.33, -3.42], [3.71, -3.23, -1.96], [4.93, -3.23, -2.74], [0.39, -2.85, -1.59], [1.46, -2.42, -0.46], [1.45, -4.12, -0.87], [3.88, -3.69, -1.08], [4.71, -3.63, -3.74], [5.69, -3.89, -2.33], [5.29, -2.24, -3.02], [-2.81, 1.73, 4.90], [-1.40, 1.31, 5.25], [-0.73, 0.62, 4.48], [-0.92, 1.91, 6.36], [0.47, 1.72, 6.71], [-2.93, 1.47, 3.85], [-3.00, 2.80, 4.87], [-3.53, 1.16, 5.48], [-1.53, 2.60, 6.76], [0.76, 0.67, 6.73], [0.70, 2.17, 7.67], [1.03, 2.26, 5.94], [-0.49, 4.14, 1.18], [0.55, 4.20, 2.35], [-0.34, 4.40, 3.44], [-1.52, 4.84, 3.04], [-2.34, 5.31, 3.78], [-1.66, 4.74, 1.72], [1.44, 5.18, 2.15], [-0.75, 3.18, 0.72], [-0.09, 4.68, 0.33], [1.06, 3.25, 2.45], [4.14, 1.97, -2.80], [3.49, 0.60, -2.54], [2.31, 0.93, -1.87], [2.28, 2.23, -1.55], [1.34, 2.77, -1.08], [3.41, 2.85, -1.95], [4.30, -0.08, -1.64], [4.17, 2.19, -3.87], [5.18, 1.99, -2.46], [3.45, 0.01, -3.45], [-5.74, 1.84, 0.69], [-5.22, 2.12, -0.73], [-4.95, 3.51, -0.66], [-5.68, 4.06, 0.35], [-5.65, 5.20, 0.69], [-6.38, 3.07, 0.91], [-6.21, 1.96, -1.66], [-4.99, 1.71, 1.47], [-6.42, 1.00, 0.59], [-4.36, 1.55, -1.08], [4.00, -1.76, 0.66], [5.55, -1.67, 0.74], [5.88, -2.49, 1.84], [4.85, -3.36, 2.10], [4.81, -4.20, 2.92], [3.81, -3.03, 1.33], [5.91, -0.40, 1.05], [3.62, -1.91, -0.34], [3.49, -0.97, 1.21], [6.12, -2.04, -0.11], [-3.02, -0.32, -4.71], [-2.76, -1.81, -4.59], [-3.87, -2.34, -3.84], [-4.79, -1.18, -3.18], [-4.81, -1.28, -1.73], [-6.06, -1.02, -3.82], [-3.82, 0.05, -3.60], [-3.55, -0.03, -5.62], [-2.08, 0.23, -4.72], [-1.86, -2.09, -4.04], [-2.70, -2.33, -5.55], [-2.91, 6.38, -2.79], [-2.64, 5.84, -1.35], [-2.10, 4.54, -1.40], [-2.06, 3.94, -2.92], [-3.13, 3.00, -3.07], [-0.74, 3.49, -3.23], [-2.35, 5.38, -3.61], [-2.47, 7.37, -2.93], [-3.94, 6.63, -3.05], [-3.54, 5.93, -0.75], [-1.94, 6.46, -0.79], [-0.28, -3.13, 4.94], [1.02, -2.48, 4.43], [1.24, -3.09, 3.12], [0.73, -4.67, 3.17], [1.64, -5.43, 4.00], [0.32, -5.16, 1.90], [-0.55, -4.25, 4.11], [-1.10, -2.41, 5.02], [-0.12, -3.57, 5.92], [1.89, -2.84, 4.97], [0.87, -1.42, 4.24]], "lowdin_charge": [0.00, -0.57, 0.02, 0.03, -0.06, 0.07, 0.07, 0.08, 0.08, 0.06, 0.09, 0.08, 0.00, -0.55, 0.05, 0.02, -0.07, 0.09, 0.09, 0.04, 0.09, 0.09, 0.07, 0.07, 0.00, -0.53, 0.02, 0.02, -0.07, 0.08, 0.10, 0.08, 0.14, 0.06, 0.09, 0.08, 0.03, -0.51, 0.03, 0.06, -0.04, 0.08, 0.05, 0.06, 0.11, 0.06, 0.07, 0.06, 0.04, -0.51, 0.02, 0.00, -0.05, 0.08, 0.05, 0.10, 0.13, 0.09, 0.09, 0.08, 0.01, -0.55, 0.01, 0.02, -0.06, 0.08, 0.08, 0.09, 0.14, 0.08, 0.09, 0.08, -0.06, -0.28, 0.13, -0.59, 0.15, 0.09, 0.09, 0.10, 0.13, 0.13, -0.05, -0.27, 0.11, -0.54, 0.20, 0.09, 0.03, 0.14, 0.14, 0.16, -0.05, -0.29, 0.10, -0.55, 0.17, 0.07, 0.07, 0.13, 0.15, 0.13, -0.04, -0.27, 0.13, -0.55, 0.20, 0.04, 0.06, 0.07, 0.12, 0.17, -0.16, -0.15, -0.20, 0.65, -0.25, -0.21, -0.21, 0.14, 0.11, 0.12, 0.13, -0.14, -0.17, -0.20, 0.66, -0.21, -0.23, -0.19, 0.13, 0.13, 0.12, 0.13, -0.16, -0.13, -0.25, 0.68, -0.22, -0.23, -0.21, 0.13, 0.13, 0.13, 0.09]}

{"formula": "C36H66N10O12", "method": "ωB97M-V/def2-TZVPD", "gap_ha": 0.2492, "smiles": "O=[N+]([O-])c1ccccc1.O=[N+]([O-])c1ccccc1.CN(C)C=O.CN(C)C=O.CN(C)C=O.CN(C)C=O.CN(C)C=O.CN(C)C=O.CN(C)C=O.CN(C)C=O", "elements": ["C", "C", "C", "C", "C", "C", "N", "O", "O", "H", "H", "H", "H", "H", "C", "C", "C", "C", "C", "C", "N", "O", "O", "H", "H", "H", "H", "H", "C", "O", "N", "C", "C", "H", "H", "H", "H", "H", "H", "H", "C", "O", "N", "C", "C", "H", "H", "H", "H", "H", "H", "H", "C", "O", "N", "C", "C", "H", "H", "H", "H", "H", "H", "H", "C", "O", "N", "C", "C", "H", "H", "H", "H", "H", "H", "H", "C", "O", "N", "C", "C", "H", "H", "H", "H", "H", "H", "H", "C", "O", "N", "C", "C", "H", "H", "H", "H", "H", "H", "H", "C", "O", "N", "C", "C", "H", "H", "H", "H", "H", "H", "H", "C", "O", "N", "C", "C", "H", "H", "H", "H", "H", "H", "H"], "coordinates": [[15.24, 44.52, 14.26], [14.80, 45.64, 15.28], [16.03, 46.40, 16.00], [17.45, 46.03, 15.53], [17.72, 45.14, 14.25], [16.43, 44.39, 13.69], [18.69, 46.54, 16.28], [18.40, 47.41, 17.32], [19.77, 46.28, 15.78], [14.32, 44.06, 13.95], [13.83, 45.72, 15.56], [15.95, 47.05, 16.94], [18.57, 44.87, 13.94], [16.71, 43.78, 13.10], [12.74, 45.42, 9.97], [12.79, 44.38, 8.96], [14.11, 43.51, 8.78], [15.16, 43.87, 9.64], [15.28, 45.17, 10.43], [13.88, 45.91, 10.70], [16.35, 43.07, 9.81], [17.38, 43.51, 10.28], [16.20, 41.80, 9.49], [11.95, 46.05, 10.29], [11.92, 44.05, 8.36], [13.95, 42.66, 8.15], [16.04, 45.45, 11.15], [13.73, 46.72, 11.28], [20.41, 40.01, 15.67], [21.34, 40.35, 16.35], [20.25, 38.63, 15.52], [19.20, 38.14, 14.56], [20.89, 37.54, 16.20], [19.58, 40.50, 15.20], [19.31, 38.40, 13.59], [18.08, 38.29, 15.00], [19.13, 37.12, 14.36], [20.20, 36.78, 16.62], [21.53, 37.95, 16.86], [21.55, 37.04, 15.58], [18.77, 41.87, 13.00], [19.33, 42.55, 13.76], [17.65, 41.16, 13.34], [16.83, 40.25, 12.45], [17.08, 41.07, 14.69], [19.10, 41.78, 11.95], [17.02, 40.54, 11.42], [15.67, 40.25, 12.66], [17.10, 39.21, 12.62], [17.77, 41.63, 15.35], [16.87, 40.08, 15.20], [16.10, 41.55, 14.71], [15.08, 42.79, 17.96], [15.19, 42.12, 16.92], [14.77, 42.36, 19.22], [14.78, 43.35, 20.32], [14.42, 41.03, 19.50], [15.40, 43.83, 17.95], [13.92, 43.36, 20.86], [14.97, 44.29, 19.79], [15.56, 43.04, 21.04], [14.42, 40.70, 20.52], [15.15, 40.30, 19.07], [13.39, 40.86, 19.19], [15.16, 33.99, 13.06], [14.60, 33.08, 13.72], [16.16, 34.80, 13.50], [16.99, 35.46, 12.62], [16.76, 34.65, 14.96], [15.05, 34.10, 12.07], [18.17, 35.05, 12.84], [17.03, 36.58, 12.50], [16.71, 35.21, 11.70], [17.76, 34.43, 14.93], [16.22, 33.96, 15.48], [16.70, 35.48, 15.53], [19.92, 39.82, 19.31], [20.51, 40.01, 20.36], [18.66, 39.48, 19.27], [17.81, 39.22, 18.07], [17.74, 39.59, 20.51], [20.45, 39.57, 18.23], [18.58, 38.38, 17.54], [17.76, 40.14, 17.53], [17.02, 38.76, 18.14], [18.35, 39.60, 21.42], [17.18, 38.68, 20.54], [17.06, 40.26, 20.55], [22.55, 43.90, 15.70], [23.10, 44.28, 16.78], [22.95, 44.52, 14.54], [22.30, 44.00, 13.34], [23.88, 45.54, 14.52], [21.87, 43.12, 15.65], [22.98, 44.30, 12.54], [21.35, 44.74, 13.10], [21.83, 42.99, 13.36], [24.29, 45.65, 15.53], [23.41, 46.60, 14.22], [24.67, 45.11, 13.66], [13.84, 39.26, 16.10], [14.69, 38.73, 16.84], [13.50, 38.84, 14.88], [12.43, 39.44, 13.97], [14.09, 37.69, 14.34], [13.54, 40.03, 16.52], [12.36, 40.67, 13.99], [11.58, 38.87, 14.17], [12.91, 39.39, 12.97], [13.90, 37.40, 13.37], [13.94, 36.78, 14.90], [15.22, 37.63, 14.44], [17.97, 43.39, 19.82], [17.90, 43.94, 20.91], [18.75, 43.90, 18.86], [19.07, 43.12, 17.65], [19.46, 45.15, 19.06], [17.68, 42.38, 19.58], [18.03, 43.09, 17.33], [19.51, 42.19, 17.93], [19.68, 43.72, 16.95], [20.22, 44.88, 19.62], [18.83, 45.88, 19.48], [20.06, 45.35, 18.17]], "lowdin_charge": [-0.08, 0.04, 0.05, -0.06, 0.17, -0.05, -0.27, -0.04, 0.08, 0.09, 0.03, 0.10, -0.02, -0.05, -0.10, 0.00, 0.05, -0.17, 0.11, 0.01, -0.32, 0.08, 0.00, 0.08, 0.09, 0.09, 0.07, 0.04, -0.30, 0.02, -0.15, -0.06, -0.07, 0.09, 0.04, 0.12, 0.04, 0.11, 0.05, 0.07, -0.38, 0.03, -0.14, -0.04, -0.09, 0.15, 0.05, 0.12, 0.05, 0.07, 0.09, 0.06, -0.31, -0.02, -0.17, -0.01, -0.07, 0.11, 0.05, 0.10, 0.09, 0.09, 0.09, 0.10, -0.29, 0.00, -0.14, -0.12, 0.05, 0.10, 0.17, 0.09, 0.02, 0.06, 0.05, 0.04, -0.40, 0.01, -0.13, 0.00, 0.02, 0.15, 0.15, 0.07, -0.04, 0.10, 0.08, -0.01, -0.25, -0.04, -0.26, -0.06, -0.10, 0.09, 0.06, 0.12, 0.08, 0.08, 0.12, 0.15, -0.30, -0.01, -0.15, 0.00, -0.10, 0.04, 0.14, 0.06, 0.07, 0.06, 0.09, 0.10, -0.37, 0.01, -0.16, 0.00, -0.02, 0.12, 0.08, 0.06, 0.09, 0.05, 0.09, 0.08]}

Number 1: DFT total energy -3689.74551 Ha. Number 2: DFT total energy -5591.16423 Ha. Number 3: DFT total energy -2860.86271 Ha.